[1]
Formula: C23H36N4O2S2Sn
Source: the OMol25 dataset
Level of theory: wB97M-V/def2-TZVPD

```
68
Properties=species:S:1:pos:R:3:mulliken_charge:R:1
Sn -0.7413 0.1003 0.2077 1.01
S -3.7030 -0.1354 3.2327 0.39
S 1.2405 -3.2938 0.1910 0.31
O -2.5886 0.4422 2.4048 -0.17
O 0.8094 -1.8923 0.5790 -0.34
N 1.1056 0.8833 -1.1177 0.70
N 0.4581 1.9532 1.3777 -0.10
N -1.1654 -0.2264 -2.3028 -0.13
N -1.4980 2.2980 -0.8392 -0.18
C 2.9028 2.4279 -1.3524 -0.93
C -5.0659 1.3340 4.9927 -0.62
C -0.3528 3.1721 1.1597 -0.84
C -4.9792 1.1865 3.4855 -0.50
C 1.1427 0.6406 -2.4343 0.70
C 1.8415 2.0378 0.8929 -1.14
C 1.9501 1.7764 -0.5867 0.61
C 5.0200 -4.2407 -0.8740 -0.57
C 5.8315 -3.3331 -0.1179 0.81
C -2.0340 0.8726 -2.7705 -0.99
C 3.8142 -2.3352 0.8095 -0.36
C -0.6905 3.4062 -0.3042 -0.70
C 7.2822 -3.3384 -0.2633 -1.35
C -3.6561 1.1194 5.5676 -0.55
C 2.9725 2.1516 -2.7102 -0.74
C -1.5383 2.2359 -2.3107 -0.67
C 0.1272 -0.3224 -2.9898 -1.23
C 3.6554 -4.1892 -0.7909 -0.51
C 5.1781 -2.3981 0.7480 -0.73
C 2.0735 1.2503 -3.2604 -0.96
C -3.1449 -0.1871 4.9931 -0.58
C 1.0618 -4.2609 1.7072 -1.04
C 3.0471 -3.2652 0.0807 0.55
H -3.0357 0.6996 -2.3704 0.40
H 1.5626 -5.2211 1.5792 0.45
H -3.6450 -1.0507 5.4355 0.45
H -4.5939 2.0704 2.9775 0.34
H 7.6063 -3.5173 -1.2944 0.42
H -2.9997 1.9536 5.3133 0.29
H 0.0204 -0.1534 -4.0649 0.43
H -3.7022 1.0525 6.6559 0.39
H 3.5689 3.1480 -0.8962 0.59
H 0.4931 1.7961 2.3802 0.28
H -5.9097 0.8637 3.0214 0.44
H 0.5098 -1.3367 -2.8494 0.39
H -2.1044 0.8767 -3.8622 0.44
H 3.0528 -4.8732 -1.3766 0.50
H -1.2795 3.0433 1.7247 0.23
H -5.7695 0.6230 5.4268 0.35
H 3.3196 -1.6228 1.4566 0.44
H 5.7801 -1.7482 1.3702 0.45
H 7.6916 -4.2224 0.2651 0.38
H -0.5384 2.4270 -2.6964 0.34
H -1.6678 -1.0924 -2.4761 0.30
H 7.7667 -2.4573 0.1500 0.40
H -2.4538 2.4142 -0.5097 0.35
H -1.2193 4.3597 -0.3805 0.60
H 2.4281 1.2728 1.4078 0.36
H 2.2831 3.0115 1.1217 0.43
H -0.0056 -4.4221 1.8457 0.40
H -2.2000 3.0002 -2.7255 0.53
H 1.4814 -3.7107 2.5472 0.35
H 0.1615 4.0574 1.5447 0.50
H -2.0660 -0.3258 5.0049 0.38
H 2.0799 1.0385 -4.3210 0.58
H 5.4907 -4.9589 -1.5342 0.50
H 3.7029 2.6479 -3.3358 0.50
H -5.4303 2.3319 5.2436 0.35
H 0.2199 3.4922 -0.8947 0.33
```

## Properties
Total energy ... -61952.511 eV
Charge ... +4
M ... 583.4 g mol⁻¹
Spin multiplicity ... 1

---

[2]
Formula: C4H24N2O7S
Source: the OMol25 dataset
Level of theory: wB97M-V/def2-TZVPD

```
38
Properties=species:S:1:pos:R:3:mulliken_charge:R:1
S -1.3341 3.4129 -2.0510 -0.20
O -1.4854 -1.7105 0.4782 -0.62
O 3.8972 -1.5364 0.5690 -0.56
O 1.8000 -1.1502 3.1243 -0.56
O 2.9443 -3.9065 1.5924 -0.60
O -3.3860 1.0883 0.3668 -0.67
O -1.4181 3.2538 2.1637 -0.59
O -1.2349 0.4255 2.5335 -0.58
N 1.3871 -0.2970 -2.3618 -0.40
N -1.1926 -0.5856 -1.5985 -0.24
C 0.8251 0.9275 -1.8257 -0.91
C -0.5959 -1.4735 -0.6248 -0.26
C -0.7469 0.7851 -1.5115 0.36
C -1.5943 1.6542 -2.4505 -0.86
H 2.1649 -0.6863 -1.8453 0.09
H 3.3698 -4.0406 0.7458 0.29
H 3.9129 -0.9940 -0.2265 0.25
H -0.4038 -0.0062 2.4912 0.21
H -3.0985 1.9173 0.7707 0.32
H -1.4452 1.5554 -3.5237 0.42
H -2.5818 1.2519 -2.1947 0.42
H 1.3247 1.2086 -0.8952 0.31
H -1.8007 -0.0410 1.9211 0.35
H -1.1578 -1.0207 -2.4920 0.25
H -0.4531 -2.4445 -1.0993 0.31
H 0.9604 1.7782 -2.4942 0.44
H 0.2783 -1.0612 -0.1458 0.15
H -2.4198 -1.5496 0.3676 0.33
H -1.8043 3.4776 -0.8174 0.11
H 3.4216 -1.0431 1.2303 0.31
H 0.8441 -1.1078 3.1637 0.31
H -1.5448 2.3264 2.3622 0.33
H 1.6297 -0.2382 -3.3254 0.21
H -2.8118 0.5616 -0.2015 0.23
H -0.9667 1.1794 -0.5301 0.16
H 3.5831 -3.3636 2.0188 0.31
H 1.9052 -2.0325 3.4711 0.32
H -0.7718 3.4855 2.8446 0.28
```

## Properties
Total energy ... -32684.366 eV
M ... 244.3 g mol⁻¹
Spin multiplicity ... 1

---

[3]
Formula: C7H28N15NiO10
Source: the OMol25 dataset
Level of theory: wB97M-V/def2-TZVPD

```
61
Properties=species:S:1:pos:R:3:mulliken_charge:R:1
Ni -2.2136 -1.7529 0.2036 0.54
O 1.0900 0.4620 0.9929 -1.13
O 0.9150 -0.7336 -0.7983 -0.55
O -1.9984 -1.9895 2.2281 -0.50
O -0.8483 -0.1641 0.2973 -0.42
O -2.5994 -1.3258 -1.7984 -0.50
O -1.3521 3.6389 3.7337 -0.47
O 2.4416 -3.7604 3.4566 -0.64
O 4.5624 -1.4000 -1.9205 -0.64
O -1.4869 4.1510 -0.2073 -0.84
O 0.9997 2.5485 -2.2243 -0.71
N 1.4510 -2.2408 2.0848 -0.04
N 2.7360 1.9218 -0.8719 -0.23
N 2.5754 -2.1142 -2.7633 -0.29
N -1.2570 -1.1716 -3.6268 -0.37
N -1.8291 -2.3634 4.4581 -0.36
N -3.8539 -1.8318 3.5452 -0.39
N 0.3823 -0.1069 0.1009 1.18
N -1.7527 2.3631 -1.6976 -0.07
N -0.3677 1.5890 3.9163 -0.23
N -3.4740 -1.7516 -3.8662 -0.44
N 3.1479 2.8148 -2.9277 -0.45
N -0.3869 2.6506 1.9178 0.26
N -3.3824 3.9624 -1.3609 -0.46
N 4.4503 -1.8141 -4.1329 -0.42
N 2.0487 -1.6803 4.2569 -0.33
C 1.9713 -2.6527 3.2705 0.49
C 3.8911 -1.7755 -2.8856 0.65
C -2.1347 3.4817 -1.0489 0.72
C -0.7230 2.7099 3.2361 0.55
C 2.2104 2.4433 -2.0066 0.59
C -2.4517 -1.4395 -3.0234 0.52
C -2.5288 -2.0414 3.3438 0.62
H 1.7030 -0.7463 4.1866 0.13
H -0.8330 -2.4916 4.5004 0.19
H -0.4667 -0.9550 -3.0417 0.20
H 2.0923 1.4815 -0.2240 0.13
H 2.0129 -2.3186 -3.5663 0.16
H 5.2628 -1.2376 -4.2286 0.23
H -4.4873 -1.6412 2.7922 0.19
H 1.3176 -2.9307 1.3708 0.14
H -4.0297 3.3791 -1.8591 0.18
H 0.0640 0.7937 3.4723 0.17
H 2.8047 3.2877 -3.7451 0.25
H -0.7611 2.1287 -1.6794 0.13
H -2.4264 1.9470 -2.3061 0.14
H 2.2711 -2.0708 5.1566 0.22
H -3.2181 -2.2194 -4.7162 0.21
H -0.6854 3.3830 1.2407 0.30
H -2.3348 -2.7682 5.2265 0.19
H -0.5371 1.4988 4.9037 0.22
H 3.6809 1.6092 -0.7405 0.26
H 2.1578 -1.9007 -1.8740 0.25
H 3.9536 -2.2542 -4.8846 0.17
H 1.4825 -1.2547 1.8555 0.01
H -4.4018 -1.6774 -3.4950 0.24
H -4.2613 -1.9961 4.4472 0.16
H -1.3560 -0.8267 -4.5655 0.22
H 0.3093 1.9822 1.5387 0.23
H 4.0908 2.4807 -2.9315 0.18
H -3.6373 4.6901 -0.7154 0.26
```

## Properties
Total energy ... -91578.473 eV
Charge ... +1
⟨S²⟩ ... 2.0273
M ... 541.1 g mol⁻¹
Spin multiplicity ... 3